(1)
ORCA calculation (ωB97M-V with the def2-TZVPD basis set) on a structure of composition C45H31F2MgN2O4PS2 in a non-equilibrium geometry.

Positions of all 88 atoms, in Å:
Mg 0.028 -0.202 0.139
O 0.781 3.563 1.838
C 0.840 2.239 1.598
O 0.313 1.860 0.337
C 1.303 1.235 2.350
C 1.874 1.284 3.696
C 2.306 0.152 4.282
C 2.222 -1.136 3.624
C 1.641 -1.108 2.376
N 1.185 -0.042 1.764
C 1.400 -2.320 1.512
O 2.036 -3.453 1.850
O 0.678 -2.292 0.535
H 0.494 3.938 0.950
H 1.935 2.234 4.206
H 2.715 0.199 5.285
H 2.532 -2.043 4.126
H 2.629 -3.236 2.583
F -4.361 0.179 3.636
C -3.869 0.039 2.365
C -2.515 -0.102 2.160
C -2.006 -0.248 0.867
C -2.919 -0.233 -0.210
C -4.277 -0.078 0.054
F -5.208 -0.036 -0.947
C -4.783 0.056 1.331
C -2.361 -0.333 -1.595
C -3.135 -0.533 -2.739
C -2.529 -0.581 -3.975
C -1.158 -0.424 -4.075
C -0.448 -0.243 -2.907
N -1.022 -0.214 -1.706
H -1.854 -0.083 3.017
H -5.840 0.179 1.502
H -4.203 -0.634 -2.657
H -3.133 -0.717 -4.864
H -0.646 -0.417 -5.025
H 0.621 -0.093 -2.915
C 0.055 2.911 -0.494
C -0.336 2.954 -1.691
C -0.607 3.162 -2.997
C 0.514 3.205 -3.947
C 1.745 2.630 -3.603
C 2.834 2.685 -4.452
C 2.739 3.318 -5.686
C 1.533 3.905 -6.040
C 0.442 3.854 -5.185
C -2.013 3.312 -3.408
C -2.978 3.741 -2.484
C -4.316 3.828 -2.816
C -4.755 3.495 -4.093
C -3.819 3.063 -5.020
C -2.478 2.969 -4.685
H 1.841 2.119 -2.652
H 3.758 2.215 -4.142
H 3.586 3.346 -6.359
H 1.437 4.420 -6.990
H -0.474 4.354 -5.473
H -2.650 3.983 -1.481
H -5.026 4.158 -2.067
H -5.805 3.563 -4.354
H -4.137 2.772 -6.016
H -1.776 2.591 -5.416
S 5.782 0.393 -2.828
P 4.264 -0.839 -2.521
S 2.770 -0.301 -1.324
C 4.938 -2.450 -1.925
C 4.479 -3.037 -0.755
C 5.063 -4.203 -0.275
C 6.109 -4.792 -0.965
C 6.564 -4.218 -2.147
C 5.985 -3.053 -2.618
C 3.576 -1.397 -4.135
C 4.141 -1.002 -5.339
C 3.598 -1.429 -6.545
C 2.493 -2.263 -6.555
C 1.929 -2.673 -5.352
C 2.462 -2.235 -4.152
H 3.656 -2.571 -0.231
H 4.694 -4.646 0.641
H 6.570 -5.697 -0.588
H 7.380 -4.674 -2.692
H 6.352 -2.590 -3.527
H 4.998 -0.342 -5.314
H 4.031 -1.094 -7.478
H 2.066 -2.591 -7.495
H 1.064 -3.324 -5.351
H 2.018 -2.538 -3.212

Output
relative energy (zero: lowest compared OMol25 entry of this formula, charge and spin): 57.1 kcal per mole
gap between HOMO and LUMO: 5.1621 eV
HOMO energy: -0.035 hartree
largest force on an atom: 0.0199 Eh/bohr
total charge: -2
LUMO level: 4.213 eV
energy: -3681.58368 hartree

(2)
ORCA calculation (ωB97M-V with the def2-TZVPD basis set) on a cluster of 3 separate species, C5H16NO3 in total in a non-equilibrium geometry.

Positions of all 25 atoms, in Å:
C 1.290 2.258 -1.501
C 0.756 1.129 -0.514
C -0.584 1.637 -0.127
C -1.425 0.452 0.516
C -0.671 -0.575 1.443
O -0.182 -1.564 0.724
N 0.690 -0.056 -1.298
H 1.357 3.148 -0.793
H 2.233 1.797 -1.804
H 0.611 2.356 -2.382
H 1.347 0.971 0.397
H -0.325 2.306 0.798
H -1.043 2.235 -0.854
H -1.729 -0.073 -0.366
H -2.385 0.828 0.887
H -0.014 -0.270 2.219
H -1.422 -1.063 2.148
H 1.293 -0.729 -1.051
H -0.221 -0.583 -1.453
H 1.722 -1.417 1.165
H 1.432 -2.684 1.576
O 2.248 -2.193 1.584
H -1.350 -2.952 -1.076
H -1.597 -2.229 0.194
O -2.031 -2.730 -0.431

Output
relative energy (zero: lowest compared OMol25 entry of this formula, charge and spin): 57.5 kcal per mole
gap between HOMO and LUMO: 7.3018 eV
HOMO energy: -0.125 hartree
largest force on an atom: 0.1159 Eh/bohr
total charge: -1
LUMO level: 3.906 eV
energy: -480.52310 hartree

(3)
ORCA calculation (ωB97M-V with the def2-TZVPD basis set) on a cluster of 2 separate species, C5H14N2O in total in a non-equilibrium geometry.

Positions of all 22 atoms, in Å:
N 1.425 0.618 0.449
C 0.479 0.172 -0.612
C -0.025 -1.179 -0.124
C 0.826 -2.457 -0.700
O 2.335 -1.700 1.352
C -0.591 1.319 -0.813
N -1.349 1.424 0.457
C -2.491 2.399 0.456
H 1.855 -0.145 1.034
H 0.948 1.238 1.011
H 1.156 0.084 -1.468
H -1.018 -1.440 -0.497
H 0.429 -3.481 -0.678
H 1.197 -2.243 -1.719
H 1.661 -2.324 0.008
H 0.025 -1.418 0.897
H 0.070 2.245 -1.083
H -1.242 1.046 -1.686
H 2.831 -2.084 2.040
H -2.936 2.208 1.457
H -2.250 3.498 0.516
H -3.335 2.220 -0.297

Output
relative energy (zero: lowest compared OMol25 entry of this formula, charge and spin): 231.6 kcal per mole
gap between HOMO and LUMO: 3.4898 eV
HOMO energy: -0.283 hartree
largest force on an atom: 0.0921 Eh/bohr
total charge: 0
LUMO level: -4.220 eV
energy: -383.33162 hartree

(4)
ORCA calculation (ωB97M-V with the def2-TZVPD basis set) on a structure of composition C23H21Co2N2O6 in a non-equilibrium geometry.

Positions of all 54 atoms, in Å:
O 5.456 -0.202 0.867
C 4.752 -0.993 1.340
Co 3.609 -2.110 2.097
C 4.519 -3.577 2.440
O 5.135 -4.524 2.696
C 3.504 -1.313 3.642
O 3.344 -0.723 4.625
C 1.667 -1.990 1.480
C 1.406 -0.787 0.813
C 1.209 0.484 1.260
C 1.919 1.606 0.698
C 2.181 2.742 1.518
C 2.751 3.883 0.975
C 3.130 3.921 -0.374
C 2.990 2.768 -1.154
C 2.421 1.608 -0.627
Co 2.100 -2.098 -0.248
C 0.742 -2.461 -1.314
O -0.151 -2.815 -1.967
C 2.743 -3.760 -0.262
O 3.059 -4.869 -0.346
C 3.364 -1.443 -1.417
O 4.101 -1.366 -2.309
H 0.931 -2.575 2.031
H 0.762 0.623 2.255
H 1.895 2.682 2.576
H 2.854 4.764 1.603
H 3.505 4.848 -0.808
H 3.302 2.779 -2.195
H 2.356 0.692 -1.229
C -2.237 0.080 -2.622
C -3.466 0.700 -1.989
C -3.394 2.219 -1.998
C -4.736 0.269 -2.705
N -3.512 0.232 -0.611
C -2.559 -0.515 -0.059
N -3.004 -0.797 1.186
C -2.309 -1.650 2.117
C -4.230 -0.162 1.418
C -4.542 0.497 0.279
H -2.314 -1.011 -2.627
H -2.155 0.433 -3.655
H -1.336 0.373 -2.075
H -4.285 2.667 -1.536
H -2.483 2.566 -1.493
H -3.348 2.549 -3.043
H -5.630 0.717 -2.250
H -4.675 0.612 -3.745
H -4.828 -0.825 -2.715
H -1.419 -2.065 1.626
H -1.982 -1.086 3.000
H -2.958 -2.464 2.470
H -4.769 -0.234 2.338
H -5.388 1.104 0.022

Output
relative energy (zero: lowest compared OMol25 entry of this formula, charge and spin): 0.0 kcal per mole
gap between HOMO and LUMO: 6.2887 eV
HOMO energy: -0.141 hartree
largest force on an atom: 0.0840 Eh/bohr
total charge: -1
LUMO level: 2.458 eV
energy: -4215.45415 hartree

(5)
ORCA calculation (ωB97M-V with the def2-TZVPD basis set) on a structure of composition C15H19F6IrN8O4S2.

Positions of all 55 atoms, in Å:
Ir 0.414 -0.186 0.509
N 4.360 0.915 0.384
C 4.664 -0.374 0.751
C 3.485 -1.049 0.807
N 2.477 -0.182 0.446
C 3.038 1.005 0.209
C 2.127 2.079 -0.119
N 0.836 1.761 -0.065
C 0.120 2.860 -0.473
C 1.006 3.855 -0.757
N 2.260 3.344 -0.532
H 5.037 1.661 0.291
H 5.674 -0.691 0.948
H 3.307 -2.073 1.081
H -0.954 2.866 -0.524
H 0.852 4.866 -1.093
H 3.122 3.856 -0.665
F -4.561 0.511 1.803
C -4.318 0.416 0.514
F -5.280 -0.198 -0.119
F -4.073 1.602 -0.007
S -2.779 -0.628 0.309
O -2.445 -0.657 -1.088
O -2.915 -1.840 1.040
N -1.555 0.324 0.963
S -1.276 0.482 2.575
O 0.223 0.429 2.486
O -1.945 -0.393 3.454
C -1.676 2.259 3.036
F -2.951 2.454 2.804
F -0.935 3.050 2.280
F -1.377 2.394 4.298
C 0.560 -2.552 -3.326
C 1.105 -1.367 -2.538
N 0.236 -1.230 -1.330
C 0.169 -2.452 -0.581
N 0.116 -2.114 0.726
C -0.037 -3.148 1.746
C -0.562 -4.422 1.092
C 0.229 -4.791 -0.155
N 0.290 -3.628 -1.085
C 0.607 -3.846 -2.518
H 1.136 -2.692 -4.241
H -0.466 -2.336 -3.634
H 1.042 -0.440 -3.102
H 2.133 -1.515 -2.203
H -0.729 -0.990 -1.619
H -0.719 -2.770 2.509
H 0.941 -3.286 2.222
H -1.614 -4.285 0.836
H -0.505 -5.246 1.802
H -0.246 -5.604 -0.702
H 1.258 -5.086 0.064
H -0.102 -4.583 -2.895
H 1.599 -4.303 -2.529

Output
relative energy (zero: lowest compared OMol25 entry of this formula, charge and spin): 0.0 kcal per mole
gap between HOMO and LUMO (alpha / beta): 8.3983 / 5.1767 eV
multiplicity: 2
⟨S²⟩: 0.7618
HOMO energy (alpha / beta): -0.663 / -0.663 hartree
largest force on an atom: 0.0046 Eh/bohr
total charge: +3
LUMO level (alpha / beta): -9.654 / -12.871 eV
energy: -2820.94051 hartree

(6)
ORCA calculation (ωB97M-V with the def2-TZVPD basis set) on a cluster of 2 separate species, C2H10NSi in total in a non-equilibrium geometry.

Positions of all 14 atoms, in Å:
C 0.791 2.057 0.468
C -0.061 -0.741 0.400
N -1.420 -0.241 0.695
Si 0.753 -1.359 -1.275
H -0.199 2.300 -0.069
H 0.940 2.465 1.460
H 1.648 1.832 -0.147
H 0.329 -1.155 1.358
H -2.057 -1.174 0.831
H -1.820 0.294 -0.048
H -1.507 0.255 1.592
H 0.289 -0.485 -2.256
H 0.166 -2.614 -1.697
H 2.150 -1.434 -1.313

Output
relative energy (zero: lowest compared OMol25 entry of this formula, charge and spin): 146.9 kcal per mole
gap between HOMO and LUMO (alpha / beta): 8.0994 / 9.6602 eV
HOMO energy (alpha / beta): -0.487 / -0.513 hartree
largest force on an atom: 0.0821 Eh/bohr
total charge: +1
LUMO level (alpha / beta): -5.141 / -4.294 eV
energy: -425.99961 hartree

(7)
ORCA calculation (ωB97M-V with the def2-TZVPD basis set) on the ion C2H3NO3 with charge -2 in a non-equilibrium geometry.

Positions of all 9 atoms, in Å:
O 1.672 1.270 0.258
C 1.350 0.108 -0.019
O 2.157 -0.717 -0.470
C -0.111 -0.517 0.235
N -1.310 0.425 -0.647
O -2.622 0.226 -0.307
H -0.002 -0.558 1.283
H -0.045 -1.561 -0.128
H -1.087 1.325 -0.204

Output
relative energy (zero: lowest compared OMol25 entry of this formula, charge and spin): 29.8 kcal per mole
gap between HOMO and LUMO: 5.2124 eV
SMILES: O=C([O-])CN[O-]
HOMO energy: 0.082 hartree
largest force on an atom: 0.0673 Eh/bohr
total charge: -2
LUMO level: 7.445 eV
energy: -358.31111 hartree